[1]
C26H26FNO5P | the ωB97M-V functional and the def2-TZVPD basis

Structure (XYZ):
```
60
C26H26FNO5P the ωB97M-V functional and the def2-TZVPD basis
C -4.586 0.835 1.784
C -3.533 -0.179 2.131
O -2.288 0.500 2.406
C -1.279 -0.393 2.311
C -0.010 0.205 2.615
F 0.027 1.525 2.847
C 1.209 -0.386 2.138
O 1.270 -1.406 1.466
O 2.256 0.384 2.498
C 3.504 -0.295 2.230
C 4.547 0.713 1.836
O -1.429 -1.573 2.024
H -5.469 0.310 1.415
H -4.873 1.421 2.661
H -4.244 1.504 0.987
H -3.803 -0.775 3.022
H -3.375 -0.869 1.292
H 3.762 -0.854 3.141
H 3.337 -1.001 1.408
H 5.422 0.175 1.467
H 4.185 1.358 1.028
H 4.844 1.328 2.689
C 3.347 3.388 7.653
C 2.526 2.686 8.542
C 2.182 1.359 8.266
C 2.643 0.738 7.101
P 2.113 -0.964 6.734
C 2.502 -1.907 8.228
C 1.515 -2.522 9.010
C 1.879 -3.251 10.152
C 3.229 -3.378 10.501
C 4.223 -2.778 9.715
C 3.858 -2.050 8.578
N 0.437 -0.876 6.683
C -0.211 -0.010 6.002
C -1.657 0.130 6.015
C -2.228 1.315 5.513
C -3.599 1.515 5.588
C -4.414 0.525 6.157
C -3.855 -0.669 6.640
C -2.476 -0.866 6.584
O 2.765 -1.508 5.516
C 3.437 1.454 6.194
C 3.799 2.778 6.477
H 3.622 4.418 7.870
H 2.145 3.166 9.448
H 1.538 0.810 8.955
H 0.465 -2.418 8.731
H 1.104 -3.712 10.773
H 3.514 -3.941 11.389
H 5.279 -2.867 9.988
H 4.623 -1.580 7.957
H 0.333 0.738 5.398
H -1.568 2.071 5.094
H -4.027 2.444 5.203
H -5.491 0.688 6.214
H -4.506 -1.443 7.061
H -2.012 -1.777 6.965
H 3.762 0.971 5.271
H 4.422 3.339 5.773
```

relative energy (zero: lowest compared OMol25 entry of this formula, charge and spin): 0.0 kcal per mole
orbital gap: 5.3 eV
net charge: -1
total energy: -1878.62274 hartree
largest force on an atom: 3.1 eV Å⁻¹
HOMO energy: -0.107 Eh

natural (NBO) atomic charge list, values in e, 8 entries: -0.62 -0.08 -0.54 0.67 -0.07 -0.37 0.69 -0.67

[2]
C26H27BrCl16NO3PS | the ωB97M-V functional and the def2-TZVPD basis

Structure (XYZ):
```
76
C26H27BrCl16NO3PS the ωB97M-V functional and the def2-TZVPD basis
C 0.061 1.740 3.386
C -1.355 1.344 2.809
O -1.677 0.187 2.803
O -2.214 2.354 2.325
C -1.711 2.728 1.018
C -2.593 2.203 -0.190
C -3.749 1.221 0.245
C -4.265 0.274 -0.904
C -3.140 -0.592 -1.577
C -2.221 -1.364 -0.519
C -1.891 -2.770 -1.145
C -0.880 -3.625 -0.289
C 0.347 -2.804 0.227
C 0.622 -2.754 1.656
C 1.736 -2.023 2.247
C 2.599 -1.259 1.317
C 2.348 -1.280 -0.133
C 1.236 -2.073 -0.676
S 1.064 -2.064 -2.501
C 1.549 -0.336 -2.879
C 0.905 0.421 -3.948
C 1.300 1.800 -4.263
C 2.361 2.391 -3.396
C 2.974 1.629 -2.292
P 4.270 2.374 -1.160
O 3.652 2.030 0.392
Br 4.174 4.627 -1.304
C 2.598 0.220 -2.011
N 3.254 -0.497 -0.949
H 0.770 0.956 3.018
H 0.060 1.816 4.499
H 0.368 2.704 2.885
H -0.663 2.363 0.854
H -1.662 3.853 1.001
H -1.960 1.729 -0.990
H -3.095 3.107 -0.639
H -3.509 0.586 1.133
H -4.621 1.870 0.556
H -5.098 -0.351 -0.492
H -4.696 0.944 -1.708
H -2.543 0.052 -2.279
H -3.633 -1.407 -2.187
H -1.311 -0.719 -0.378
H -2.753 -1.417 0.464
H -2.853 -3.356 -1.237
H -1.554 -2.596 -2.202
H -1.443 -3.936 0.636
H -0.565 -4.575 -0.811
H -0.048 -3.322 2.342
H 1.955 -1.997 3.341
H 3.428 -0.702 1.775
H 0.091 -0.047 -4.551
H 0.852 2.382 -5.085
H 2.759 3.455 -3.534
H 2.680 2.053 0.251
H 4.059 -1.035 -1.278
C 6.207 -2.102 3.326
Cl 7.397 -1.098 2.479
Cl 4.686 -2.125 2.400
Cl 6.835 -3.754 3.486
Cl 5.903 -1.427 4.937
C -1.500 -7.486 0.514
Cl -2.985 -6.720 -0.078
Cl -0.612 -6.341 1.533
Cl -1.915 -8.924 1.463
Cl -0.488 -7.957 -0.863
C -3.834 2.862 5.882
Cl -4.184 2.637 7.606
Cl -3.854 1.291 5.065
Cl -5.062 3.918 5.163
Cl -2.234 3.606 5.697
C 1.854 5.422 -6.456
Cl 1.937 4.289 -5.090
Cl 0.364 5.130 -7.375
Cl 1.856 7.087 -5.847
Cl 3.257 5.177 -7.510
```

relative energy (zero: lowest compared OMol25 entry of this formula, charge and spin): 100.5 kcal per mole
orbital gap: 8.3 eV
structure (SMILES): CC(=O)OCCCCCCCCc1cccc2c1Sc1cccc(P(O)Br)c1N2.ClC(Cl)(Cl)Cl.ClC(Cl)(Cl)Cl.ClC(Cl)(Cl)Cl.ClC(Cl)(Cl)Cl
total energy: -11963.86825 hartree
largest force on an atom: 4.1 eV Å⁻¹
HOMO energy: -0.309 Eh

Mulliken atomic charge list, values in e, 8 entries: -0.87 0.66 -0.47 -0.14 -0.35 -0.46 -0.43 -1.04

[3]
C26H27CrN2O5 | the ωB97M-V functional and the def2-TZVPD basis

Structure (XYZ):
```
61
C26H27CrN2O5 the ωB97M-V functional and the def2-TZVPD basis
Cr 0.181 -1.470 0.508
O 4.566 -5.218 -1.285
C 3.589 -4.381 -0.832
C 3.873 -3.337 0.046
C 2.831 -2.532 0.443
N 1.595 -2.740 0.006
C 1.309 -3.744 -0.819
C 2.286 -4.604 -1.267
C -0.186 -3.777 -1.131
O -0.658 -4.681 -1.801
O -0.802 -2.788 -0.577
C 2.878 -1.351 1.409
O 3.911 -1.080 1.997
O 1.724 -0.785 1.509
H 5.413 -4.905 -0.951
H 4.873 -3.137 0.412
H 2.042 -5.414 -1.940
C 1.826 0.149 -2.542
C 1.779 1.531 -2.499
C 2.309 2.363 -3.550
C 2.259 3.739 -3.501
C 1.682 4.423 -2.426
C 1.147 3.641 -1.390
C 1.185 2.268 -1.412
H 2.240 -0.371 -3.399
H 1.412 -0.466 -1.749
H 2.765 1.873 -4.407
H 2.683 4.309 -4.327
H 1.646 5.506 -2.396
H 0.678 4.134 -0.542
H 0.750 1.704 -0.591
C -0.328 -0.051 3.907
C -0.718 1.335 3.390
C 0.467 2.052 2.734
C -1.937 1.341 2.486
C -2.966 2.206 2.830
C -4.102 2.371 2.054
C -4.185 1.634 0.882
C -3.198 0.749 0.477
C -3.440 -0.004 -0.819
C -2.339 0.179 -1.868
C -3.746 -1.483 -0.564
C -2.031 0.562 1.288
N -1.077 -0.322 0.949
H 0.528 0.028 4.585
H -0.048 -0.711 3.089
H -1.160 -0.507 4.451
H -1.005 1.925 4.268
H 0.854 1.486 1.891
H 1.285 2.177 3.451
H 0.163 3.038 2.377
H -2.858 2.786 3.743
H -4.885 3.061 2.344
H -5.054 1.750 0.240
H -4.352 0.436 -1.240
H -1.413 -0.310 -1.578
H -2.111 1.235 -2.025
H -2.654 -0.254 -2.821
H -2.887 -1.996 -0.140
H -3.999 -1.989 -1.501
H -4.591 -1.583 0.123
```

orbital gap (alpha / beta): 3.3 / 3.3 eV
net charge: -2
total energy: -2537.22046 hartree
largest force on an atom: 1.4 eV Å⁻¹
multiplicity: 4
HOMO energy (alpha / beta): 0.023 / 0.023 Eh

natural (NBO) atomic charge list, values in e, 8 entries: 1.15 -0.67 0.34 -0.31 0.16 -0.49 0.15 -0.28

[4]
C26H27IN8O5STi | the ωB97M-V functional and the def2-TZVPD basis

Structure (XYZ):
```
69
C26H27IN8O5STi the ωB97M-V functional and the def2-TZVPD basis
Ti -0.519 0.053 -0.371
C 0.355 -2.606 -1.378
N -0.832 -1.738 -1.631
C -0.836 -1.307 -3.052
C 0.166 -0.201 -3.254
C 0.609 0.167 -4.505
C 1.490 1.232 -4.612
C 1.925 1.877 -3.464
C 1.461 1.444 -2.243
N 0.580 0.432 -2.141
C -2.108 -2.403 -1.244
C -2.590 -2.027 0.140
C -3.594 -2.751 0.753
C -4.025 -2.368 2.013
C -3.437 -1.271 2.625
C -2.452 -0.584 1.951
N -2.041 -0.956 0.728
C 0.730 -2.599 0.081
C 1.301 -3.684 0.715
C 1.688 -3.551 2.040
C 1.493 -2.342 2.692
C 0.913 -1.302 2.000
N 0.545 -1.433 0.718
H 1.205 -2.201 -1.934
H 0.176 -3.624 -1.731
H -1.827 -0.925 -3.295
H -0.621 -2.151 -3.713
H 0.269 -0.370 -5.380
H 1.846 1.546 -5.585
H 2.627 2.696 -3.511
H 1.801 1.871 -1.311
H -1.999 -3.488 -1.312
H -2.876 -2.117 -1.964
H -4.034 -3.600 0.246
H -4.810 -2.921 2.510
H -3.741 -0.940 3.607
H -1.983 0.295 2.377
H 1.448 -4.610 0.178
H 2.139 -4.386 2.560
H 1.783 -2.204 3.724
H 0.735 -0.336 2.453
N 3.501 1.971 1.245
N 4.700 1.394 0.826
C 4.741 0.265 0.089
N 5.978 -0.193 -0.155
S 3.393 -0.543 -0.517
H 3.545 2.968 1.072
H 3.378 1.819 2.240
H 5.562 1.737 1.228
H 6.811 0.260 0.182
H 6.074 -1.016 -0.722
I -2.964 7.037 -2.506
C -2.214 5.580 -1.249
C -2.982 5.127 -0.182
C -2.483 4.142 0.654
C -1.229 3.595 0.402
C -0.460 4.054 -0.663
C -0.942 5.060 -1.480
C -0.778 2.497 1.267
O -0.987 2.344 2.426
O -0.085 1.461 0.577
H -3.964 5.541 -0.001
H -3.068 3.788 1.493
H 0.531 3.657 -0.832
H -0.338 5.442 -2.292
O -3.719 1.710 -2.217
N -3.216 1.312 -1.215
O -3.645 1.300 -0.093
O -1.938 0.797 -1.391
```

relative energy (zero: lowest compared OMol25 entry of this formula, charge and spin): 12.6 kcal per mole
orbital gap: 6.0 eV
net charge: +2
total energy: -3366.12884 hartree
largest force on an atom: 0.9 eV Å⁻¹
HOMO energy: -0.475 Eh

natural (NBO) atomic charge list, values in e, 8 entries: 2.00 -0.27 -0.49 -0.26 0.25 -0.23 -0.08 -0.23

[5]
C26H27MnN5OP | the ωB97M-V functional and the def2-TZVPD basis

Structure (XYZ):
```
61
C26H27MnN5OP the ωB97M-V functional and the def2-TZVPD basis
Mn -0.239 -0.129 0.270
C 1.054 -0.514 2.001
C 1.788 -0.771 0.804
C 1.944 0.461 0.105
C 1.269 1.456 0.823
C 0.698 0.853 1.992
H 0.823 -1.242 2.763
H 2.187 -1.727 0.501
H 2.464 0.596 -0.831
H 1.162 2.490 0.535
H 0.097 1.364 2.730
N -2.472 -2.064 -0.101
P -1.710 -1.705 1.359
C -0.971 -3.151 2.077
C -1.470 -3.694 3.267
C -0.924 -4.869 3.763
C 0.101 -5.502 3.078
C 0.588 -4.975 1.882
C 0.056 -3.804 1.381
C -2.809 -0.834 2.425
C -2.389 -0.523 3.728
C -3.229 0.184 4.566
C -4.486 0.578 4.117
C -4.904 0.277 2.826
C -4.065 -0.415 1.970
C -1.761 -2.029 -1.292
C -2.200 -2.720 -2.420
C -1.443 -2.653 -3.569
C -0.264 -1.903 -3.585
C 0.102 -1.240 -2.446
N -0.636 -1.294 -1.306
H -3.257 -2.706 -0.082
H -2.284 -3.218 3.796
H -1.307 -5.293 4.680
H 0.524 -6.417 3.470
H 1.376 -5.487 1.348
H 0.426 -3.414 0.438
H -1.424 -0.850 4.097
H -2.915 0.419 5.574
H -5.147 1.115 4.784
H -5.888 0.575 2.492
H -4.390 -0.637 0.963
H -3.109 -3.304 -2.378
H -1.758 -3.189 -4.454
H 0.352 -1.845 -4.470
H 0.994 -0.633 -2.402
C -3.097 4.847 -2.744
N -2.393 3.726 -2.125
C -2.911 2.882 -1.063
C -1.734 1.963 -0.868
O -1.760 1.020 0.005
N -0.738 2.242 -1.663
C -1.164 3.324 -2.416
N -0.384 3.874 -3.322
H -4.118 4.859 -2.373
H -3.130 4.717 -3.826
H -2.619 5.791 -2.483
H -3.804 2.334 -1.370
H -3.134 3.448 -0.155
H 0.534 3.495 -3.485
H -0.675 4.672 -3.865
```

orbital gap (alpha / beta): 6.5 / 7.7 eV
net charge: +3
total energy: -2847.47886 hartree
largest force on an atom: 0.4 eV Å⁻¹
multiplicity: 4
HOMO energy (alpha / beta): -0.641 / -0.643 Eh

natural (NBO) atomic charge list, values in e, 8 entries: 1.24 -0.26 -0.22 -0.26 -0.19 -0.23 0.29 0.29

[6]
C26H27N2PPd | the ωB97M-V functional and the def2-TZVPD basis

Structure (XYZ):
```
57
C26H27N2PPd the ωB97M-V functional and the def2-TZVPD basis
Pd -0.442 -0.503 -0.044
C 0.109 1.900 2.704
C -0.761 0.950 1.976
C -1.628 1.417 0.958
C -2.556 0.552 0.369
C -3.579 1.034 -0.598
C -2.480 -0.840 0.732
C -1.716 -1.338 1.839
C -1.870 -2.732 2.334
C -0.812 -0.430 2.383
H 0.935 1.423 3.227
H -0.528 2.346 3.487
H 0.451 2.729 2.087
H -1.609 2.462 0.668
H -3.167 1.746 -1.313
H -4.347 1.574 -0.028
H -4.082 0.219 -1.113
H -3.152 -1.527 0.231
H -2.482 -3.334 1.665
H -2.379 -2.704 3.304
H -0.907 -3.217 2.494
H -0.155 -0.754 3.184
N 1.757 -0.596 -2.340
P 0.109 -0.295 -2.547
C -0.228 0.030 -4.223
C -0.121 1.362 -4.690
C -0.327 1.620 -6.028
C -0.631 0.572 -6.894
C -0.741 -0.749 -6.437
C -0.571 -1.029 -5.102
C -0.811 -1.717 -1.943
C -2.189 -1.740 -2.340
C -2.929 -2.884 -2.178
C -2.354 -4.010 -1.567
C -1.034 -3.993 -1.119
C -0.252 -2.871 -1.321
C 2.457 -0.585 -1.162
C 3.857 -0.661 -1.182
C 4.555 -0.669 0.016
C 3.832 -0.568 1.192
C 2.437 -0.476 1.129
N 1.746 -0.494 -0.009
H 2.302 -0.555 -3.202
H 0.121 2.171 -4.011
H -0.254 2.634 -6.403
H -0.789 0.779 -7.947
H -0.958 -1.547 -7.135
H -0.661 -2.047 -4.747
H -2.615 -0.881 -2.845
H -3.949 -2.931 -2.540
H -2.945 -4.913 -1.462
H -0.598 -4.878 -0.673
H 0.809 -2.918 -1.104
H 4.367 -0.741 -2.134
H 5.636 -0.737 0.026
H 4.313 -0.522 2.160
H 1.883 -0.363 2.049
```

orbital gap (alpha / beta): 5.2 / 5.2 eV
net charge: +4
total energy: -1584.08378 hartree
largest force on an atom: 2.7 eV Å⁻¹
HOMO energy (alpha / beta): -0.779 / -0.779 Eh

natural (NBO) atomic charge list, values in e, 8 entries: 0.79 -0.69 0.18 -0.27 0.10 -0.68 -0.13 0.03

[7]
C26H27NO3 | the ωB97M-V functional and the def2-TZVPD basis

Structure (XYZ):
```
57
C26H27NO3 the ωB97M-V functional and the def2-TZVPD basis
C 2.743 -0.351 2.993
C 1.530 0.343 2.402
C 0.436 -0.439 1.828
C -0.898 -0.189 2.370
C -1.323 1.164 2.441
C -2.642 1.487 2.747
C -3.530 0.460 3.114
C -3.126 -0.882 3.059
C -1.822 -1.200 2.695
O 1.528 1.587 2.395
H 2.858 -1.404 2.682
H 3.633 0.245 2.710
H 2.626 -0.313 4.087
H 0.707 -1.443 1.523
H -0.587 1.942 2.210
H -2.965 2.532 2.689
H -4.562 0.717 3.388
H -3.854 -1.670 3.269
H -1.495 -2.245 2.641
C -3.657 -4.602 -2.230
O -3.337 -3.329 -2.827
C -2.455 -2.499 -2.191
C -2.257 -1.187 -2.714
C -1.359 -0.347 -2.092
C -0.652 -0.758 -0.937
C 0.357 0.143 -0.278
C 1.626 0.121 -0.774
C 2.584 1.275 -0.795
N 1.946 2.593 -1.177
C 1.341 3.295 -0.192
C 0.854 4.560 -0.408
C 0.966 5.133 -1.680
C 1.575 4.384 -2.694
C 2.049 3.112 -2.427
C 2.178 -1.210 -1.282
C 3.326 -1.817 -0.500
O 1.763 -1.745 -2.307
C -0.832 -2.070 -0.462
C -1.782 -2.912 -1.014
H -4.383 -5.025 -2.918
H -2.766 -5.227 -2.160
H -4.087 -4.455 -1.238
H -2.825 -0.899 -3.603
H -1.127 0.628 -2.525
H -0.018 1.082 0.160
H 3.026 1.412 0.215
H 3.373 1.047 -1.521
H 1.342 2.814 0.789
H 0.422 5.079 0.446
H 0.578 6.126 -1.866
H 1.709 4.796 -3.696
H 2.566 2.484 -3.161
H 3.555 -1.295 0.444
H 3.084 -2.865 -0.265
H 4.216 -1.827 -1.140
H -0.196 -2.463 0.329
H -1.963 -3.890 -0.553
```

relative energy (zero: lowest compared OMol25 entry of this formula, charge and spin): 123.4 kcal per mole
orbital gap: 4.3 eV
total energy: -1287.25226 hartree
largest force on an atom: 1.8 eV Å⁻¹
HOMO energy: -0.202 Eh

natural (NBO) atomic charge list, values in e, 8 entries: -0.71 0.57 -0.52 0.08 -0.29 -0.20 -0.27 -0.21